Computed, not measured: a 2-piece molecular cluster, C4H7ClSi overall, with ωB97M-V with the def2-TZVPD basis set.

```
13
Properties=species:S:1:pos:R:3:forces:R:3
H 3.993753 1.304311 -0.749063 2.374 0.154 -0.630
H -3.602783 0.904729 -0.834190 0.305 0.487 -0.846
H -4.977937 -1.470447 0.868180 -0.356 -0.661 0.807
H -0.197360 0.423251 -0.195794 -2.099 1.265 -1.383
H 0.631296 -0.227527 1.868755 0.083 -0.322 -1.389
Cl 0.671478 -2.398292 -0.055708 -0.580 -1.198 -0.350
H 3.149552 -0.854911 -0.548451 -1.148 1.085 -0.095
H 2.637784 2.150800 0.009952 -0.318 -0.191 -0.004
C -4.071858 0.051693 -0.451705 0.223 0.417 0.979
C -4.494813 -0.677297 0.397943 -0.153 -0.242 -0.940
Si 0.725489 -0.437808 0.309765 3.230 0.315 2.929
C 2.463081 0.025421 -0.312100 0.607 -1.236 0.592
C 3.072324 1.206083 -0.307588 -2.168 0.129 0.329
```
Positions in Å, forces in eV/Å.

Highest occupied orbital energy (eV): -10.14
Multiplicity: 1
HOMO-LUMO gap (eV): 11.017

=====

Computed, not measured: C14H12BrKN2O2 as an isolated structure, with ωB97M-V with the def2-TZVPD basis set.

```
32
Properties=species:S:1:pos:R:3:forces:R:3
C -2.927303 -2.674454 0.994865 0.010 -0.007 -0.119
C -2.741601 -1.956396 2.293873 0.138 0.190 -0.204
C -3.201375 -2.498861 3.467514 -0.083 -0.128 0.131
H -2.281978 -0.092911 5.662049 -0.021 -0.034 0.008
K -0.359429 0.489594 -0.865808 -0.690 0.076 0.887
O 0.950693 -0.190760 -2.830860 0.150 -0.076 -0.309
H -3.441527 -2.322677 5.635740 -0.006 -0.015 0.013
H 5.991374 1.362529 -5.602989 -0.004 -0.124 0.021
N 4.621628 0.103210 -4.691839 0.117 -0.280 -0.045
C 4.347617 2.471008 -4.799422 -0.350 -0.934 0.299
C -2.413958 -0.625744 4.714932 -0.022 -0.006 0.172
C -1.929648 -0.025716 3.579126 0.067 0.023 -0.245
O 0.787394 2.064997 -2.661906 -0.129 -0.074 0.089
C -3.063687 -1.875619 4.723474 0.090 0.118 -0.216
H -1.967368 -2.884709 0.502784 0.027 -0.008 0.079
H 2.558789 3.248983 -3.855818 -0.025 -0.040 -0.006
C -2.042508 -0.638182 2.222730 -0.288 -0.207 0.575
C 5.049491 1.300814 -5.065523 0.106 0.485 -0.113
C 2.687856 1.132388 -3.724882 -0.261 -0.222 0.188
H -3.458131 -2.045793 0.267023 -0.049 -0.003 0.050
C 3.148036 2.376261 -4.110815 0.072 0.460 -0.029
N -1.606730 -0.101042 1.142694 0.032 -0.027 -0.045
C 3.462687 0.019022 -4.039732 -0.101 0.367 0.002
H -1.245925 1.691815 4.676826 0.006 0.027 0.013
C -1.253173 1.306584 3.650397 0.047 0.089 -0.080
H -0.221854 1.263518 3.272510 -0.001 -0.082 0.045
H -1.737783 2.033599 2.984745 -0.061 -0.019 0.046
C 1.324646 0.987645 -2.978528 1.063 0.144 -1.087
H 3.108134 -0.959437 -3.743590 0.039 -0.032 -0.019
H -3.701790 -3.471015 3.415741 0.001 0.011 0.018
Br 5.028812 4.127805 -5.368988 0.143 0.335 -0.116
H -3.471390 -3.616443 1.133663 -0.016 -0.006 -0.002
```
Positions in Å, forces in eV/Å.

Net charge: -2
Highest occupied orbital energy (eV): 1.71
Multiplicity: 1
HOMO-LUMO gap (eV): 1.823

=====

Computed, not measured: a 3-piece molecular cluster, C4H15N2O overall, with ωB97M-V with the def2-TZVPD basis set.

```
22
Properties=species:S:1:pos:R:3:forces:R:3
C 0.710628 -2.493185 0.441794 -0.401 0.750 0.528
H 1.546550 1.970772 -1.340749 0.363 -0.255 -0.022
N -0.770786 -2.212886 -1.450842 -1.907 0.256 0.505
N 1.189850 1.638120 -0.444332 -1.292 1.495 -0.950
H -1.066326 2.074905 0.890440 -0.260 0.105 0.316
H -1.456839 -2.247490 0.523670 -0.128 -0.108 0.017
C 0.811209 2.768047 0.339190 0.854 -0.323 2.075
O -1.050859 0.275278 -0.907281 0.882 0.671 -0.139
C -0.721463 -2.751578 -0.117440 1.693 -0.663 -0.720
H -1.184805 0.914439 -1.631638 -0.627 -0.390 -0.239
H 1.384665 -3.333959 0.342148 -0.088 -0.238 -0.343
H -1.003053 -1.184890 -1.443930 1.096 0.908 -0.137
H -0.877588 -3.824306 -0.198595 -0.579 0.019 0.336
H 0.505694 3.711369 -0.121440 0.263 -0.179 -0.673
H -0.381058 3.239028 2.073095 -0.046 -0.081 0.148
H 0.683450 -2.234551 1.501439 -0.125 -0.044 -0.061
C -0.162254 2.388379 1.437987 -0.380 -0.142 -1.038
H 1.762133 2.993304 0.884607 0.011 0.359 -0.197
H -1.469040 -2.667305 -2.040533 0.306 -0.456 -0.123
H 0.294517 1.096033 -0.631031 -0.167 -1.697 0.333
H 0.155180 1.515237 1.991117 0.231 -0.011 0.306
H 1.100196 -1.634763 -0.097676 0.300 0.024 0.078
```
Positions in Å, forces in eV/Å.

Net charge: +1
Highest occupied orbital energy (eV): -13.60
Multiplicity: 1
HOMO-LUMO gap (eV): 4.153

=====

Computed, not measured: a 8-piece molecular cluster, C30H73F6N7O4P overall, with ωB97M-V with the def2-TZVPD basis set.

```
121
Properties=species:S:1:pos:R:3:forces:R:3
C 2.888810 2.948974 -3.262965 0.399 -0.448 0.130
H -1.281602 1.226466 -0.385902 0.090 0.336 0.179
H 5.196117 1.798623 -3.255058 -0.146 0.076 0.169
H 2.472157 1.572119 5.638118 0.120 0.008 -0.052
H -4.942910 1.828906 -1.712725 0.013 0.083 -0.060
H 3.513675 3.442583 2.587127 0.018 0.043 -0.034
C -0.542333 0.510274 -3.533186 0.573 0.766 0.544
H 2.045086 -8.567266 -2.863940 -0.027 -0.048 0.181
F 1.124344 1.347910 -0.680126 -0.232 -0.124 0.545
H 1.160666 -4.069719 -4.546591 0.347 0.217 0.090
H -0.016698 -1.638662 3.837488 0.137 0.050 -0.093
C -0.132917 5.073139 5.378592 -0.270 0.080 0.839
H 2.601273 0.564768 4.193942 0.004 0.000 -0.069
H 0.283740 -0.071941 -3.098729 -0.121 -0.289 -0.024
H -1.714870 1.769908 4.184931 0.097 -0.006 0.050
F 1.972023 -1.478541 0.603373 -0.364 -0.284 0.366
H -5.531454 -1.905382 2.885001 -0.212 0.073 0.265
H -4.573023 -1.460939 4.277167 0.148 -0.083 0.127
C 0.864821 -6.721498 -2.765779 -0.350 -0.221 0.850
H 1.032685 -2.991575 -2.400989 -0.176 -0.319 -0.429
N 0.101203 2.868226 4.312528 -0.247 -0.475 -0.205
H 0.117585 5.471596 4.399693 0.062 -0.100 -0.105
H -4.254337 -2.485185 0.003007 -0.129 -0.249 0.039
H -2.762990 -1.848561 -2.864066 -0.133 0.162 -0.105
H -3.776190 0.078386 -3.707804 -0.189 0.240 -0.070
H -0.240724 -2.829361 2.546537 0.003 0.312 -0.181
H -1.967423 -3.879400 1.362592 0.292 0.180 -0.211
H -0.990674 2.051381 1.891332 0.195 0.105 -0.025
N 1.936729 -5.834948 -2.371718 0.056 0.219 -0.086
F 2.433088 -0.347486 -1.314009 0.024 -0.319 0.158
H 0.250818 1.063397 5.362687 -0.290 -0.336 -0.356
C 5.286998 2.787422 -3.703173 0.407 -0.240 -0.439
C -1.434563 2.909882 2.396777 -0.365 0.145 -0.442
H 3.998759 5.131895 2.790579 0.050 0.001 -0.014
H 1.829759 -7.716192 -4.409465 0.289 -0.046 0.185
H -4.285095 -3.904723 2.409191 -0.227 0.027 0.080
H 2.630581 2.337036 4.052761 0.008 -0.164 -0.048
P 1.517117 -0.056603 0.014243 1.283 0.984 -1.438
C 1.550434 -4.853404 -1.363375 -0.830 0.038 -0.284
H -0.370770 -4.143704 -2.222474 -0.043 0.021 -0.098
H 1.322261 3.510547 5.815161 0.015 0.199 0.163
H 3.210159 -4.374167 -3.143176 -0.090 -0.104 0.221
H 2.351649 4.615867 3.219305 0.071 0.037 0.034
H 1.069703 -5.407397 -0.549633 0.272 -0.043 0.065
C 0.549539 -3.760767 -1.789854 0.985 0.514 0.801
C -1.786103 -1.510126 -3.204926 0.859 -0.982 0.302
H -1.901041 3.462225 4.477120 -0.033 0.198 -0.387
H -2.469106 2.966925 2.040462 -0.033 -0.089 0.255
C 1.909510 -4.842248 -4.742607 -0.809 -0.301 -0.013
H 5.832601 2.642832 -4.646312 -0.023 0.048 0.100
C 0.652328 1.519777 4.437124 1.070 0.286 0.473
H -4.028513 -4.239388 0.255797 -0.051 -0.033 -0.114
N -1.751938 -0.119728 -3.513076 0.251 0.221 0.073
C -3.522710 -3.302728 0.032374 -0.329 0.946 0.164
H 0.477565 -8.543891 -3.778305 0.150 -0.305 0.351
H 3.481023 -5.953577 -3.780194 -0.176 -0.110 -0.108
H 0.404298 0.948409 3.550190 -0.320 -0.073 -0.012
C 1.356829 -7.975354 -3.455546 -0.508 0.379 -1.282
O -1.570710 2.879345 -1.500577 -0.457 0.983 0.080
C 3.117370 6.041775 0.594482 0.149 0.265 0.189
H -0.331113 3.131779 6.344573 0.143 0.187 0.192
O 1.819373 3.476226 -3.297406 -0.329 0.540 -0.312
H 2.903493 4.718767 -5.059025 -0.017 0.058 0.083
H -3.260390 -3.697078 3.813211 -0.171 0.017 0.017
H 1.304170 -5.654838 -5.161435 0.351 -0.106 -0.071
C -1.992696 -1.546129 2.998942 0.303 -0.444 -0.311
C 3.945053 4.521896 -4.814254 -0.168 -0.155 -0.046
H -1.206873 5.168085 5.553636 0.000 0.148 -0.299
H 5.921145 3.412294 -3.060210 -0.147 0.048 0.049
H -1.687922 -0.706748 2.366559 -0.059 0.087 0.120
C -2.874931 0.517667 -4.133834 0.062 -0.035 -0.344
C 0.270793 3.615415 5.551016 -0.077 -0.340 -0.556
H 4.490841 4.325445 -5.741916 0.066 0.138 0.037
H -4.118745 0.439472 1.003106 0.557 -0.049 0.241
H 0.352976 -3.181267 -0.880616 -0.435 -0.197 -0.058
C 2.676731 -5.264195 -3.493192 0.543 0.232 -0.046
C -1.310017 2.751986 3.891623 0.103 0.010 0.487
N 3.996798 3.346912 -3.984124 0.011 -0.048 0.199
H -1.428529 -2.162649 -4.019550 -0.442 0.110 -0.190
H 1.740710 2.950469 0.993423 0.299 0.055 0.233
N -2.997943 -2.306773 2.257338 -0.480 0.848 0.096
C -1.959896 2.007874 -0.779275 0.209 -1.641 -0.388
H -4.266522 -0.179268 -0.575409 0.364 0.131 -0.326
F 0.246270 -0.746162 -0.727199 -0.332 -0.274 0.357
H 3.095316 2.045457 -2.658232 -0.035 0.060 0.038
H -2.803228 1.589960 -3.968261 -0.142 0.032 0.179
F 0.624579 0.287978 1.310406 -0.417 -0.302 0.167
H -1.069653 -1.713801 -2.403645 -0.204 0.133 0.099
H 2.607362 6.857589 1.123514 -0.159 0.055 -0.282
C -4.959405 -2.314199 3.724297 -0.158 -0.043 -0.784
H 2.881313 6.036249 -0.465764 -0.149 0.151 0.017
H 4.189337 6.218894 0.735648 0.013 -0.072 -0.125
N 2.765915 4.770223 1.147565 0.487 -0.570 0.686
F 2.789244 0.644363 0.745943 -0.003 -0.028 -0.015
H -2.862701 0.364368 -5.221904 -0.185 -0.060 0.014
C -3.860589 -3.144776 3.064016 0.615 -0.068 0.530
H -2.446024 -1.156959 3.911442 -0.066 0.143 -0.084
C -4.359089 2.445295 -1.018900 0.037 -0.028 0.122
H 4.365831 5.400644 -4.312413 0.038 0.019 -0.066
H 2.610291 -4.506290 -5.504266 -0.039 0.113 -0.048
H -2.639281 -0.204029 0.134532 0.038 -0.071 0.336
H -5.623559 -2.892465 4.366781 0.070 -0.078 0.024
C -0.727944 -2.324276 3.379625 -0.031 -0.341 0.509
O 1.353223 4.199354 -0.524213 0.036 0.250 -0.337
C 3.175734 4.477070 2.509360 -0.182 -0.137 -0.170
H 0.325365 5.701739 6.148082 0.127 -0.057 -0.091
H -0.942006 3.816957 2.046566 0.138 -0.049 0.026
H 0.330957 -7.050067 -1.862900 0.245 0.178 0.112
H -1.727224 -2.281019 0.625391 0.057 0.048 0.097
H -5.032429 2.789479 -0.225938 0.012 -0.001 -0.018
H -0.916183 -3.109160 4.124849 -0.180 0.134 -0.051
C 2.191565 1.494094 4.584852 -0.454 0.224 0.205
N -3.263418 1.683599 -0.474249 -0.073 0.037 -0.097
H 0.065125 -6.228420 -3.342496 0.218 -0.030 -0.316
O -0.354997 1.651044 -3.889016 -0.384 -0.348 -0.635
H -3.949324 3.307111 -1.541993 -0.009 -0.014 -0.036
C 1.921332 3.916381 0.499498 -0.597 0.199 -0.085
C -3.554888 0.371885 0.062893 -0.931 0.322 -0.084
H 2.441694 -4.360984 -0.974130 0.044 -0.100 0.032
C -2.473785 -2.933454 1.080882 0.396 -1.126 -0.300
H -3.095844 -3.325146 -0.967204 0.214 -0.343 -0.015
```
Positions in Å, forces in eV/Å.

Net charge: -1
Highest occupied orbital energy (eV): -6.03
Multiplicity: 1
HOMO-LUMO gap (eV): 8.579

=====

Computed, not measured: C24H18N3O5Pd as an isolated structure, with ωB97M-V with the def2-TZVPD basis set.

```
51
Properties=species:S:1:pos:R:3:forces:R:3
H 1.193137 -1.533709 -2.454951 0.031 -0.083 0.243
C 0.434742 -0.777577 -2.344439 -0.584 -0.347 1.248
H 0.296878 0.200260 -4.315637 0.112 -0.004 -0.110
C -2.075343 0.854555 -0.376595 1.699 -1.533 0.691
C -4.505400 3.715328 -0.497828 -0.531 0.215 -0.535
O 1.386904 -3.023216 -0.517784 -1.474 0.865 -0.478
H 5.857438 -1.285318 -0.170848 0.041 -0.008 -0.052
C -5.230041 3.414035 -1.662297 1.324 -1.146 0.600
O 2.854560 -4.675025 -0.535553 -0.069 -0.483 -0.189
H -2.804241 0.078376 4.142607 -0.060 -0.006 0.170
H -1.637803 1.617751 -3.139043 -0.114 0.192 -0.113
C 3.640333 -2.596416 0.309018 -0.559 -0.388 -0.587
H 2.821415 -0.103531 2.397892 0.029 -0.080 -0.128
N -0.249173 -0.628787 -1.183077 0.504 -0.005 -1.560
C -1.189965 0.358966 -1.377618 -0.442 0.260 0.753
H -3.688914 0.511643 -2.477016 0.014 0.021 -0.008
O 2.421743 -3.577626 3.367842 -0.189 -0.346 0.484
H 4.316873 -2.458578 2.387920 -0.153 0.077 -0.101
C -0.042263 0.099047 -3.301570 -0.945 1.015 -0.170
H 4.817708 0.993775 1.421268 0.043 0.038 0.044
H 3.395629 -1.231376 -1.446256 -0.031 -0.003 0.052
C -4.920508 2.240317 -2.368849 -0.538 0.658 -0.013
C -3.904200 1.426982 -1.943518 0.485 -0.417 0.600
C -6.229389 4.280099 -2.126530 -1.134 0.982 -0.494
H -4.737139 4.620640 0.045898 0.002 0.015 0.028
H -2.921268 3.155397 0.797960 0.080 0.001 0.095
H 5.229978 0.265254 -0.754274 0.047 0.026 -0.031
Pd 0.334950 -1.489204 0.438400 0.900 -1.147 1.109
H 5.534737 -0.493519 2.069175 0.018 0.015 0.056
H -0.594108 -1.244854 3.347801 0.168 -0.121 -0.136
C 5.040681 -0.571513 -0.083265 -0.157 0.046 -0.190
O 1.064130 -2.325180 2.153259 -1.575 0.359 0.040
O 2.764463 -0.438610 0.355627 0.098 0.321 -0.108
C -1.067714 0.828016 -2.694893 0.578 -0.212 -0.887
N -0.963583 -0.353990 1.459888 0.265 -0.734 1.078
C 2.518751 -3.532102 -0.274489 1.730 0.462 0.537
C 4.809844 -0.094038 1.362502 -0.204 0.088 0.155
C 3.461652 -2.156381 1.776547 -0.740 -0.172 0.526
H 4.571268 -3.150403 0.174061 -0.101 0.093 -0.012
C -1.223149 -0.594871 2.764698 0.690 0.099 -1.279
H -3.717071 1.367078 1.991538 -0.192 0.087 -0.004
C -2.832680 0.765001 2.048924 -0.215 -0.153 0.608
C -3.151883 1.725662 -0.789316 -1.250 1.033 -0.483
C 3.385208 -0.625054 1.621615 0.332 0.012 0.450
C -1.950015 0.474251 0.983742 -0.255 0.353 -0.961
C 2.203678 -2.764056 2.488109 1.832 0.357 -0.377
H -5.497552 1.982882 -3.249601 0.061 0.035 0.041
C -3.496558 2.886889 -0.073100 0.535 -0.497 -0.212
C -2.366104 0.087803 3.163108 -0.727 0.691 -0.280
C 3.678852 -1.226275 -0.395014 0.444 -0.346 -0.213
N -7.039485 5.001206 -2.516041 0.176 -0.183 0.102
```
Positions in Å, forces in eV/Å.

Net charge: -1
Highest occupied orbital energy (alpha / beta) (eV): -5.53 / -5.53
Multiplicity: 1
HOMO-LUMO gap (alpha / beta) (eV): 6.261 / 6.262

=====

Computed, not measured: CH5GaI as an isolated structure, with ωB97M-V with the def2-TZVPD basis set.

```
8
Properties=species:S:1:pos:R:3:forces:R:3
Ga 0.436589 -0.380007 -0.701980 0.152 -0.282 0.230
C -0.406865 0.195074 1.029949 -0.177 0.070 0.006
H -1.147835 -0.542839 1.356716 0.108 0.017 0.043
H 2.035297 -0.325181 -0.635483 -0.013 0.028 -0.069
H -0.925201 1.156410 0.960678 0.121 -0.031 -0.038
H 0.375245 0.277879 1.790663 -0.104 -0.001 0.054
I -0.237577 1.393403 -2.561823 -0.079 0.183 -0.167
H -0.129654 -1.774740 -1.238720 -0.008 0.016 -0.058
```
Positions in Å, forces in eV/Å.

Net charge: -1
Highest occupied orbital energy (eV): -4.50
Multiplicity: 1
HOMO-LUMO gap (eV): 7.883

=====

F_max readings, ordered: 4.37 1.53 2.27 2.16 2.39 0.39 eV/Å
E readings, ordered: -24658.850 -108154.679 -9405.614 -76516.096 -43370.347 -61596.915 eV